Entry 1:
The following is a DFT calculation (ωB97M-V/def2-TZVPD) of 9 unconnected molecules or ions with the total composition C64H53F17N2O6P2 in a non-equilibrium geometry.

The geometry in XYZ format:
```
144
Properties=species:S:1:pos:R:3
C -0.92 -0.82 2.67
P 0.27 -0.19 1.26
O 1.95 -0.22 1.85
C 0.04 -1.37 -0.23
C 0.34 -2.97 -0.09
C 0.86 -3.80 1.19
F 1.28 -3.06 2.38
F -0.32 -4.64 1.64
C 2.06 -4.90 0.90
F 2.62 -5.24 2.26
F 1.51 -6.21 0.38
C 3.31 -4.39 0.00
F 3.10 -4.47 -1.48
F 4.43 -5.37 0.27
C 3.93 -2.92 0.36
F 4.13 -2.67 1.83
F 5.33 -2.93 -0.21
F 3.25 -1.78 -0.34
C 0.01 -3.86 -1.47
C -0.52 -3.20 -2.88
C -0.76 -4.18 -4.20
C -1.46 -5.60 -3.78
C -0.42 -6.87 -3.92
N 0.39 -7.04 -5.19
O -0.29 -7.73 -2.89
C -0.76 -1.59 -3.00
C -0.49 -0.72 -1.63
C -0.86 0.81 -2.09
O -1.04 1.84 -1.25
N -0.96 0.77 -3.62
P 0.31 1.75 -4.40
O 1.76 1.71 -3.41
O 0.65 1.23 -6.03
C -1.23 -0.61 -4.23
O -1.73 -0.96 -5.42
H -0.30 -1.04 3.65
H -1.73 0.03 2.86
H -1.53 -1.75 2.29
H 2.53 0.31 1.22
H 0.18 -5.03 -1.45
H -1.48 -3.59 -4.94
H 0.32 -4.33 -4.68
H -1.85 -5.58 -2.67
H -2.36 -5.78 -4.54
H 0.80 -8.00 -5.23
H 1.17 -6.31 -5.22
H 2.22 0.84 -3.64
H -0.11 1.43 -6.66
F -1.78 2.77 -5.26
C -2.69 3.56 -5.84
C -3.60 4.25 -5.04
C -4.55 5.07 -5.65
C -4.59 5.19 -7.04
C -3.67 4.50 -7.83
C -2.72 3.68 -7.22
H -3.57 4.14 -3.97
H -5.27 5.62 -5.03
H -5.33 5.83 -7.51
H -3.71 4.59 -8.91
H -1.99 3.14 -7.82
F 5.83 1.73 -3.50
C 6.45 0.54 -3.55
C 7.40 0.31 -4.55
C 8.05 -0.93 -4.60
C 7.74 -1.92 -3.66
C 6.79 -1.67 -2.67
C 6.15 -0.44 -2.61
H 7.62 1.08 -5.27
H 8.80 -1.12 -5.37
H 8.25 -2.88 -3.70
H 6.55 -2.45 -1.94
H 5.41 -0.23 -1.84
F 1.64 2.17 4.04
C 1.34 1.79 5.29
C 1.32 0.44 5.61
C 1.01 0.05 6.91
C 0.71 1.01 7.88
C 0.73 2.37 7.55
C 1.05 2.76 6.25
H 1.54 -0.29 4.84
H 1.00 -1.01 7.17
H 0.46 0.70 8.89
H 0.49 3.11 8.30
H 1.07 3.81 5.97
F -3.43 6.73 -1.94
C -2.35 7.36 -2.42
C -1.29 6.62 -2.92
C -0.16 7.28 -3.42
C -0.11 8.67 -3.40
C -1.18 9.41 -2.89
C -2.31 8.75 -2.40
H -1.34 5.54 -2.92
H 0.67 6.71 -3.82
H 0.76 9.19 -3.79
H -1.14 10.50 -2.88
H -3.15 9.31 -2.01
F -3.91 -5.01 -5.29
C -5.20 -5.29 -5.07
C -5.80 -6.34 -5.75
C -7.14 -6.63 -5.51
C -7.87 -5.86 -4.60
C -7.26 -4.81 -3.92
C -5.91 -4.52 -4.15
H -5.22 -6.92 -6.46
H -7.62 -7.45 -6.04
H -8.92 -6.09 -4.42
H -7.83 -4.21 -3.22
H -5.42 -3.71 -3.63
F 6.03 -1.24 8.59
C 5.90 -1.68 7.33
C 5.44 -0.82 6.34
C 5.31 -1.28 5.03
C 5.64 -2.60 4.72
C 6.09 -3.46 5.72
C 6.23 -3.00 7.03
H 5.19 0.20 6.60
H 4.96 -0.61 4.25
H 5.53 -2.96 3.70
H 6.34 -4.50 5.48
H 6.59 -3.65 7.82
F -8.98 2.83 -0.49
C -7.90 3.47 -0.97
C -6.84 2.72 -1.47
C -5.72 3.38 -1.97
C -5.66 4.78 -1.96
C -6.73 5.52 -1.45
C -7.86 4.86 -0.96
H -6.89 1.64 -1.47
H -4.88 2.81 -2.38
H -4.79 5.29 -2.34
H -6.69 6.60 -1.43
H -8.71 5.41 -0.56
F 2.49 3.07 10.70
C 2.24 2.24 11.73
C 2.73 0.93 11.68
C 2.48 0.07 12.75
C 1.74 0.52 13.84
C 1.26 1.83 13.88
C 1.51 2.69 12.82
H 3.29 0.60 10.81
H 2.86 -0.95 12.72
H 1.54 -0.16 14.67
H 0.68 2.17 14.73
H 1.15 3.72 12.83
```

Computed properties:
- Structure (SMILES): CP(O)c1c(C(F)(F)C(F)(F)C(F)(F)C(F)(F)F)cc(CCC(N)=O)c2c1C(=O)N(P(O)O)C2=O.Fc1ccccc1.Fc1ccccc1.Fc1ccccc1.Fc1ccccc1.Fc1ccccc1.Fc1ccccc1.Fc1ccccc1.Fc1ccccc1
- Kohn-Sham gap: 6.204 eV

---

Entry 2:
The following is a DFT calculation (ωB97M-V/def2-TZVPD) of a molecular structure, C32H30N3O2PSe4TeTi.

The geometry in XYZ format:
```
74
Properties=species:S:1:pos:R:3
Ti 0.42 -0.49 0.02
O 5.67 -5.12 -0.61
C 5.22 -4.74 0.48
O 5.52 -5.02 1.66
C 4.05 -3.71 0.36
C 3.60 -3.28 -0.86
C 2.54 -2.38 -0.92
N 1.92 -1.98 0.20
C 2.31 -2.44 1.39
C 3.39 -3.29 1.51
C 1.41 -2.09 2.50
C 1.60 -2.54 3.80
C 0.64 -2.26 4.75
C -0.49 -1.54 4.39
C -0.60 -1.11 3.08
N 0.33 -1.37 2.16
C 1.80 -2.06 -2.16
C 2.30 -2.32 -3.43
C 1.46 -2.16 -4.51
C 0.15 -1.76 -4.30
C -0.26 -1.48 -3.01
N 0.55 -1.61 -1.96
H 4.08 -3.67 -1.75
H 3.74 -3.70 2.45
H 2.48 -3.11 4.06
H 0.76 -2.61 5.77
H -1.28 -1.32 5.10
H -1.46 -0.55 2.73
H 3.33 -2.63 -3.55
H 1.82 -2.36 -5.51
H -0.55 -1.64 -5.12
H -1.26 -1.14 -2.80
C 4.42 0.08 2.65
Se 2.89 1.03 1.94
C 1.96 1.18 3.67
C 0.74 2.07 3.58
Se -0.32 2.00 1.92
C 0.38 3.59 1.06
H 4.11 -0.83 3.15
H 4.99 0.71 3.33
H 5.03 -0.17 1.78
H 2.66 1.60 4.40
H 1.69 0.18 4.02
H 1.01 3.12 3.69
H 0.03 1.83 4.37
H 0.25 4.44 1.72
H -0.20 3.72 0.15
H 1.43 3.43 0.79
Se 1.48 1.31 -1.36
P -2.07 1.16 -1.37
Se -2.27 -0.61 -0.02
C -3.06 2.49 -0.56
C -2.98 3.76 -1.14
C -3.65 4.84 -0.58
C -4.42 4.66 0.57
C -4.50 3.40 1.15
C -3.83 2.33 0.59
C -3.18 0.79 -2.79
C -2.81 1.30 -4.03
C -3.60 1.09 -5.15
C -4.76 0.34 -5.04
C -5.13 -0.20 -3.81
C -4.34 0.03 -2.69
H -2.36 3.91 -2.02
H -3.58 5.82 -1.04
H -4.94 5.50 1.01
H -5.09 3.26 2.04
H -3.88 1.35 1.05
H -1.89 1.86 -4.12
H -3.30 1.49 -6.11
H -5.38 0.16 -5.91
H -6.03 -0.79 -3.72
H -4.62 -0.40 -1.73
Te 3.93 0.64 -1.40
```

Computed properties:
- Charge: -1
- ⟨S²⟩: 0.78
- Spin multiplicity: 2
- Kohn-Sham gap (spin up / spin down): 4.620 / 4.820 eV

---

Number 1: E -147250.499 eV, molar mass 1331.05 g mol⁻¹. Number 2: E -343324.494 eV, molar mass 1010.89 g mol⁻¹.